<P>
This record from OMol25 describes the ion C4H8N2OP with charge +1. The level of theory is ωB97M-V/def2-TZVPD.

SMILES string = C[N@H+]1C[C@H]1/C=N\P=O
net charge = +1
HOMO level = -13.845 eV
M = 131.09 u
Kohn-Sham gap = 9.69 eV

Each line ends with the Mulliken charge.
Positions of all 16 atoms, in Å:
C  -1.28  -0.48  0.63  -0.206
C  0.04  0.13  1.05  0.031
C  0.39  1.57  0.91  -0.472
C  0.69  0.54  -1.48  -0.867
N  -1.33  -1.32  -0.29  -0.155
N  1.01  0.55  0.03  0.008
O  -1.15  -3.80  0.03  -0.409
P  -1.29  -2.83  -1.03  0.283
H  -2.08  -0.13  1.21  0.450
H  0.48  -0.47  1.81  0.407
H  -0.37  2.23  0.42  0.245
H  0.98  2.06  1.64  0.322
H  0.57  -0.55  -1.62  0.291
H  -0.10  1.15  -1.63  0.361
H  1.48  1.01  -1.93  0.386
H  1.96  0.36  0.25  0.326

=====

<Q>
This record from OMol25 describes the ion C4H8N2OP with charge +1. The level of theory is ωB97M-V/def2-TZVPD.

net charge = +1
HOMO level (spin up / spin down) = -13.636 / -13.436 eV
M = 131.09 u
Kohn-Sham gap (spin up / spin down) = 8.41 / 6.95 eV

Each line ends with the Mulliken charge.
Positions of all 16 atoms, in Å:
C  0.96  -1.42  -0.03  0.381
C  -0.40  -1.27  -0.33  -0.925
C  0.00  1.15  -0.52  -0.541
C  -1.92  0.49  0.69  -0.977
N  1.88  -0.50  0.12  -0.153
N  -0.90  0.11  -0.36  0.240
O  3.81  1.21  0.12  -0.384
P  3.52  -0.20  0.05  0.319
H  1.32  -2.46  0.12  0.369
H  -0.99  -2.12  -0.45  0.472
H  0.03  2.03  0.18  0.325
H  0.67  1.10  -1.38  0.372
H  -1.59  0.40  1.81  0.352
H  -2.23  1.50  0.70  0.443
H  -2.82  -0.07  0.57  0.374
H  -1.35  0.04  -1.28  0.334

=====

Which of them is the least stable? Correct choice: <Q>.